1.
15
Properties=species:S:1:pos:R:3 method="wB97M-V/def2-TZVPD" total_charge=0 homo_ha=-0.312
C -1.4230 1.2384 1.0914
C -1.0628 -0.1167 0.4687
N -0.2725 0.0764 -0.7654
C 0.8876 -0.5877 -1.0176
N 1.5880 -1.1672 0.0534
N 1.3404 -0.7293 -2.2200
H -1.4563 2.0394 0.3584
H -0.5231 1.5186 1.6589
H -2.2908 1.1066 1.7272
H -0.4599 -0.5845 1.2516
H -1.7634 -0.9558 0.3420
H -0.7442 0.6549 -1.4379
H 1.3130 -0.8776 0.9848
H 2.5270 -0.8485 -0.1573
H 2.3400 -0.7670 -2.3383

---

2.
15
Properties=species:S:1:pos:R:3 method="wB97M-V/def2-TZVPD" s2=2.01 total_charge=0 spin_multiplicity=3 homo_ha="-0.192 / -0.357"
C -2.1949 -0.9340 1.1754
C 0.7735 -0.9904 -1.1883
C 2.0033 0.8988 -0.4404
N -1.4754 0.1696 0.9904
N -1.5228 0.9831 0.0366
N 0.9878 -0.1659 -0.2708
H -2.1961 -1.5739 2.0071
H -2.9225 -0.9791 0.4239
H 1.3831 -0.9363 -2.0714
H -0.0419 -1.6098 -1.0541
H 1.2835 1.7755 -0.2741
H 2.7582 0.7459 0.3926
H 2.6001 0.7934 -1.3962
H -0.7694 0.2825 1.7312
H -0.6664 1.5406 -0.0618

---

3.
15
Properties=species:S:1:pos:R:3 method="wB97M-V/def2-TZVPD" total_charge=+2 homo_ha=-0.714
C -0.4380 -0.4572 0.2492
C 1.4490 -0.4582 0.2530
C -2.6544 0.3017 -0.0970
N 0.4875 -0.9070 -0.6195
N -1.5413 -0.0628 0.7956
N 2.5114 0.3895 -0.3029
H 1.6935 -0.9173 1.1795
H -2.5146 1.3719 -0.1445
H -3.5933 0.1033 0.4384
H -2.4279 -0.1628 -1.0757
H 0.3693 -1.3569 -1.4643
H -1.7068 0.2338 1.7543
H 2.6083 0.5641 -1.2589
H 3.3845 -0.0292 0.1370
H 2.3727 1.3869 0.1559

---

4.
16
Properties=species:S:1:pos:R:3 method="wB97M-V/def2-TZVPD" total_charge=0 homo_ha=-0.343
C -0.7586 0.2775 -0.2380
N 0.6392 0.6835 -0.1521
C 1.3048 0.9893 1.0119
N 0.4965 1.4865 2.0299
O 2.5074 0.8669 1.1380
C -0.8372 -1.2199 -0.5879
N -0.0036 -1.5050 -1.7525
H -1.2632 0.9001 -0.9827
H -1.2790 0.4240 0.7062
H 1.1718 0.1960 -0.8459
H 1.0848 1.8068 2.7664
H -0.2837 2.0749 1.7697
H -0.5331 -1.7432 0.3152
H -1.8908 -1.4746 -0.7666
H 0.1566 -2.4931 -1.8075
H -0.5119 -1.2698 -2.6042

---

5.
16
Properties=species:S:1:pos:R:3 method="wB97M-V/def2-TZVPD" total_charge=0 homo_ha=-0.292
C -0.2991 -0.5485 -0.1129
C 0.9534 -0.7685 -0.9005
N -0.4202 0.3995 0.8887
N 0.6593 0.6172 1.7773
N -1.2758 -1.4775 -0.1583
C -0.5247 1.6988 -0.2199
O 0.5398 2.2398 -0.5634
H -0.9896 0.9168 -1.0339
H 0.6675 -0.1099 2.4803
H 1.5464 0.7331 1.2910
H -1.2644 -2.2107 -0.8496
H -2.0697 -1.3292 0.4467
H -1.3633 2.2864 0.1919
H 1.3250 0.1953 -1.2580
H 1.7208 -1.1906 -0.2456
H 0.7945 -1.4520 -1.7340

---

6.
16
Properties=species:S:1:pos:R:3 method="wB97M-V/def2-TZVPD" total_charge=0 homo_ha=-0.284
C -0.5007 1.8926 0.7827
C -0.4406 -1.6610 0.6336
N -0.7138 0.6601 0.0581
N 0.2170 -0.3580 0.4965
C 0.9219 0.1961 -0.8736
N 0.6356 -0.6030 -1.9905
O 1.7815 1.0438 -0.8540
H 0.9477 -0.1949 1.1948
H 0.5398 -1.5959 -1.8309
H -0.1101 -0.2041 -2.5445
H -1.4571 2.4179 0.7786
H -0.2027 1.7893 1.8403
H 0.2571 2.5218 0.2898
H -1.1480 -1.5871 1.4572
H -1.0291 -1.8790 -0.2557
H 0.3016 -2.4385 0.8176

---

7.
16
Properties=species:S:1:pos:R:3 method="wB97M-V/def2-TZVPD" total_charge=0 homo_ha=-0.299
C 0.7846 0.8144 0.3545
C 2.2239 0.6519 -0.1535
C 1.2880 -1.2541 -0.3922
H -1.1248 -1.1832 1.5721
H -1.4925 -0.2612 0.2254
H 0.8636 1.3436 1.3244
H 0.2155 1.4136 -0.3651
H 2.4818 1.4879 -0.8578
H 2.9524 0.6608 0.6363
H 0.9538 -2.2551 -0.7107
H -4.1381 -0.3611 -0.6798
H -3.6240 1.0562 -0.6564
N -0.8647 -1.0110 0.5860
N 0.4190 -0.5823 0.4623
N 2.3554 -0.6382 -0.7858
O -3.2941 0.1178 -0.5597

---

8.
16
Properties=species:S:1:pos:R:3 method="wB97M-V/def2-TZVPD" total_charge=0 homo_ha="-0.321 / -0.336"
C 1.7143 0.4416 -0.4740
C -1.1573 0.3120 -1.6394
N -1.0673 1.0371 -0.3853
N -0.0063 -1.2913 2.0074
C -0.8443 0.4031 0.7280
O 1.0206 1.5354 -0.6576
N -0.3295 -0.8416 0.7835
H -0.0780 -2.2892 2.1187
H -0.2199 -0.7202 2.8182
H -0.9274 0.9810 1.6536
H 0.9885 -0.3955 0.0127
H 2.0732 -0.0774 -1.3812
H 2.4797 0.4842 0.3244
H -2.2000 -0.0052 -1.7511
H -0.5247 -0.5758 -1.7123
H -0.9215 1.0018 -2.4457

---

Molecular weight / g mol⁻¹: 87.13; 87.13; 87.13; 103.12; 103.12; 103.12; 103.12; 103.12
Energy above the lowest of the compared OMol25 structures with the same formula, charge and spin / eV: 1.1121; 0.7355; 4.1939; 0.0000; 4.3984; 4.1213; 2.4251; 5.7952